Entry from the Open Molecules 2025 dataset: a 2-piece molecular cluster, C6H9N2O2 overall (ωB97M-V with the def2-TZVPD basis set).

The geometry in ORCA input format:
```
! RIJCOSX wB97M-V def2-TZVPD def2/J DEFGRID3
* xyz -1 1
C -2.4780 2.5045 -1.5503
C 0.3081 1.2100 0.2741
C -0.9559 0.3957 -1.2949
C -1.2946 1.7066 -1.0505
N 0.0745 0.1050 -0.4498
N -0.5231 2.2027 -0.0388
H 0.6092 -0.7925 -0.2092
H 1.1497 1.3429 0.9417
H -1.4009 -0.3900 -1.8811
H -2.3699 2.5795 -2.6346
H -2.4997 3.4774 -1.0787
H -3.3893 1.9373 -1.3925
C 1.6115 -2.1354 2.0716
C 2.1459 -2.6023 0.7031
O 1.6570 -1.9765 -0.2937
O 2.9389 -3.5497 0.6671
H 1.5715 -1.0511 2.0911
H 2.2437 -2.4527 2.8952
H 0.6014 -2.5115 2.2300
*
```

## Properties
Molar mass: 141.150 g/mol
Relative energy (zero: lowest compared OMol25 entry of this formula, charge and spin): 6.1 kcal per mole
Kohn-Sham gap: 8.52 eV
HOMO: -4.887 eV